[1]
{
  "formula": "C33H31ClMoN3O7S",
  "method": "ωB97M-V/def2-TZVPD",
  "spin_multiplicity": 3,
  "homo_energy_ev": [-10.637, -10.685],
  "de_lowest_kcal_mol": 28.72,
  "total_charge": 1,
  "elements": ["Mo", "O", "C", "C", "C", "C", "C", "C", "C", "O", "N", "N", "C", "C", "C", "C", "C", "C", "C", "O", "H", "H", "H", "H", "H", "H", "H", "H", "H", "H", "C", "C", "C", "C", "C", "C", "C", "S", "C", "O", "H", "H", "H", "H", "H", "H", "H", "H", "H", "H", "C", "C", "N", "H", "H", "H", "C", "C", "C", "C", "Cl", "C", "C", "C", "O", "C", "C", "O", "O", "H", "H", "H", "H", "H", "H", "H", "H"],
  "xyz": [[-0.6197, 0.7484, -0.3998], [-1.7742, 1.0902, 5.0392], [-1.8731, -0.2080, 4.7105], [-2.2176, -1.1014, 5.7260], [-2.3473, -2.4464, 5.4544], [-2.1313, -2.9437, 4.1681], [-1.7696, -2.0719, 3.1658], [-1.6346, -0.7007, 3.4167], [-1.2602, 0.1897, 2.3221], [-0.8829, -0.3424, 1.1782], [-1.3533, 1.4762, 2.4329], [-1.0564, 2.0772, 1.2103], [-1.1602, 3.3644, 1.1971], [-0.9935, 4.2005, 0.0340], [-1.0179, 5.5923, 0.1807], [-0.8934, 6.4150, -0.9196], [-0.7550, 5.8505, -2.1869], [-0.7360, 4.4772, -2.3627], [-0.8530, 3.6568, -1.2491], [-0.8627, 2.3218, -1.4073], [-1.6285, 1.6121, 4.2270], [-2.3908, -0.7055, 6.7164], [-2.6285, -3.1213, 6.2519], [-2.2469, -3.9981, 3.9621], [-1.5800, -2.4319, 2.1633], [-1.4050, 3.8435, 2.1414], [-1.1400, 6.0144, 1.1697], [-0.9128, 7.4883, -0.8017], [-0.6654, 6.4931, -3.0516], [-0.6467, 4.0311, -3.3429], [2.1107, -5.2112, 3.0010], [2.3155, -3.7452, 2.7456], [1.7167, -2.7863, 3.5613], [1.9098, -1.4351, 3.3386], [2.7224, -1.0282, 2.2903], [3.3223, -1.9660, 1.4623], [3.1172, -3.3172, 1.6914], [2.9845, 0.6919, 1.9274], [3.7332, 1.2037, 3.4675], [1.6508, 1.3827, 1.8767], [1.3658, -5.3770, 3.7766], [3.0423, -5.6781, 3.3232], [1.7849, -5.7246, 2.0965], [1.0835, -3.1033, 4.3788], [1.4144, -0.7060, 3.9679], [3.9605, -1.6407, 0.6492], [3.5874, -4.0491, 1.0466], [3.0688, 0.9740, 4.2984], [3.8906, 2.2775, 3.3967], [4.6870, 0.6906, 3.5794], [3.5058, 0.7133, -2.4347], [2.3205, 0.7875, -1.6015], [1.3809, 0.8517, -0.9400], [4.3799, 0.9764, -1.8408], [3.4026, 1.4087, -3.2669], [3.6064, -0.3004, -2.8212], [-2.7800, 0.8095, -5.7826], [-1.6235, -0.1274, -5.5915], [-0.4871, -0.0485, -6.3804], [0.5718, -0.9232, -6.1860], [1.9991, -0.7742, -7.1686], [0.5074, -1.9065, -5.2204], [-0.6212, -1.9965, -4.4146], [-1.6675, -1.1062, -4.5931], [-2.8248, -1.0984, -3.8388], [-2.8528, -1.7407, -2.5801], [-2.0798, -0.8777, -1.6115], [-2.6252, 0.0354, -0.9492], [-0.7943, -0.9811, -1.5345], [-2.5931, 1.4831, -6.6158], [-2.9552, 1.4028, -4.8841], [-3.6994, 0.2586, -5.9794], [-0.4252, 0.7022, -7.1567], [1.3247, -2.6023, -5.0949], [-0.6521, -2.7553, -3.6490], [-2.4525, -2.7553, -2.6102], [-3.8974, -1.7593, -2.2754]],
  "atomic_forces_ev_per_a": [[-0.930, -0.668, -0.335], [-0.044, -0.061, 0.018], [0.005, 0.034, 0.065], [0.016, -0.002, -0.036], [-0.004, -0.006, 0.000], [0.027, 0.033, -0.011], [0.047, -0.021, 0.003], [0.169, -0.010, -0.028], [-0.086, 0.021, 0.119], [-0.073, -0.059, 0.177], [0.039, 0.052, -0.305], [-0.039, 0.243, 0.366], [0.089, -0.075, -0.119], [0.011, -0.083, 0.107], [-0.009, 0.051, -0.118], [-0.010, -0.058, 0.048], [0.020, -0.055, 0.005], [-0.027, 0.117, 0.087], [0.073, -0.244, 0.011], [-0.231, 0.268, -0.132], [0.043, 0.030, -0.025], [-0.005, 0.015, 0.026], [-0.004, -0.010, 0.011], [0.000, -0.019, -0.008], [-0.006, -0.003, 0.009], [0.010, -0.027, -0.025], [0.002, 0.009, 0.027], [0.004, 0.021, -0.001], [-0.002, 0.024, -0.026], [0.007, -0.015, -0.019], [0.003, -0.001, 0.002], [-0.011, -0.005, 0.018], [-0.017, 0.001, -0.017], [-0.043, 0.024, -0.010], [-0.019, -0.031, 0.054], [0.032, -0.001, -0.008], [0.002, 0.025, 0.011], [-0.180, 0.241, -0.193], [0.050, -0.021, 0.058], [0.138, -0.199, 0.054], [-0.014, -0.006, 0.011], [0.011, -0.012, 0.007], [-0.003, -0.009, -0.016], [-0.047, -0.015, 0.037], [-0.006, 0.037, 0.008], [-0.005, 0.013, -0.024], [0.014, -0.012, -0.012], [-0.026, -0.002, -0.016], [0.004, 0.025, -0.003], [0.012, -0.021, 0.023], [-0.059, -0.019, 0.041], [-0.506, 0.085, 0.464], [1.246, -0.072, -0.477], [0.008, -0.005, 0.003], [-0.001, -0.001, 0.005], [0.014, 0.012, 0.001], [0.006, 0.003, 0.004], [-0.002, -0.014, 0.060], [0.015, -0.023, -0.007], [0.018, 0.007, -0.030], [-0.017, -0.001, 0.008], [-0.019, -0.008, 0.025], [-0.052, 0.061, -0.025], [0.023, 0.046, 0.073], [0.010, -0.039, -0.093], [-0.050, 0.006, -0.004], [0.063, 0.006, -0.075], [0.158, 0.201, 0.158], [0.112, 0.235, -0.054], [0.000, 0.014, -0.014], [-0.008, 0.008, 0.020], [-0.015, -0.005, -0.010], [0.006, 0.013, -0.014], [0.018, -0.005, 0.004], [-0.004, -0.029, 0.046], [-0.003, 0.023, 0.035], [0.052, -0.036, -0.018]]
}

[2]
{
  "formula": "C33H31Ge2N6Zr",
  "method": "ωB97M-V/def2-TZVPD",
  "spin_multiplicity": 2,
  "homo_energy_ev": [-18.766, -18.766],
  "de_lowest_kcal_mol": 0.00,
  "total_charge": 4,
  "elements": ["Zr", "C", "C", "N", "C", "C", "N", "C", "C", "C", "C", "C", "N", "C", "C", "N", "C", "C", "N", "C", "C", "C", "N", "C", "C", "H", "H", "H", "H", "H", "H", "H", "H", "H", "H", "H", "H", "C", "Ge", "C", "C", "Ge", "C", "C", "C", "C", "C", "C", "C", "C", "C", "C", "C", "C", "H", "H", "H", "H", "H", "H", "H", "H", "H", "H", "H", "H", "H", "H", "H", "H", "H", "H", "H"],
  "xyz": [[1.0666, 0.1511, 0.2656], [1.6482, -1.2443, -4.1509], [1.8609, -0.7636, -2.8588], [0.8450, -0.4631, -2.0470], [-0.4017, -0.6255, -2.5510], [-0.5830, -1.1551, -3.8195], [0.4335, -1.4669, -4.6153], [-1.5183, -0.1492, -1.7136], [-2.8439, -0.1800, -2.1309], [-3.8299, 0.3482, -1.3077], [-3.4500, 0.8981, -0.0872], [-2.1087, 0.9061, 0.2675], [-1.1624, 0.3781, -0.5310], [-1.6108, 1.5063, 1.5232], [-2.4254, 2.2172, 2.3923], [-1.9631, 2.7978, 3.4935], [-0.6705, 2.6773, 3.7367], [0.1677, 1.9608, 2.8853], [-0.2879, 1.3727, 1.7768], [-5.2654, 0.3477, -1.7325], [-5.6147, 0.8311, -2.9948], [-6.9569, 0.8380, -3.3792], [-7.7618, 0.3588, -2.4731], [-7.5850, -0.1239, -1.2752], [-6.2506, -0.1289, -0.8656], [2.4861, -1.4595, -4.8034], [2.8637, -0.6329, -2.4836], [-1.5704, -1.3379, -4.2218], [-3.1075, -0.6163, -3.0829], [-4.1919, 1.3378, 0.5630], [-3.4835, 2.3419, 2.2043], [-0.2767, 3.1512, 4.6282], [1.2163, 1.8588, 3.1113], [-4.8878, 1.2342, -3.6879], [-7.3469, 1.2055, -4.3242], [-8.4306, -0.4840, -0.6963], [-6.0231, -0.5323, 0.1124], [1.8894, -3.0428, 3.1996], [0.8090, -1.5331, 2.5851], [-0.3368, -0.9336, 4.0340], [-0.2683, -2.1206, 0.9723], [3.2248, -0.5200, 1.9891], [2.6781, 1.5396, 1.0594], [2.4533, 2.1378, -0.1936], [2.9116, 3.4085, -0.5344], [3.6448, 4.1205, 0.4004], [3.8826, 3.5717, 1.6577], [3.3970, 2.3144, 1.9885], [3.0657, -1.2154, 0.0244], [4.2246, -0.6574, -0.5911], [5.0625, -1.4077, -1.3969], [4.7649, -2.7447, -1.6439], [3.6433, -3.3320, -1.0619], [2.8333, -2.5914, -0.2192], [1.2013, -3.8567, 3.4384], [2.4086, -2.7615, 4.1160], [2.6205, -3.4123, 2.4815], [-0.6671, -1.8235, 4.5720], [-1.2162, -0.3890, 3.6958], [0.2296, -0.3210, 4.7350], [-1.3207, -1.8501, 1.0266], [-0.1859, -3.2050, 1.0868], [0.0739, -1.9874, -0.0670], [1.9149, 1.6568, -1.0381], [2.6997, 3.8288, -1.5083], [4.0176, 5.1070, 0.1576], [4.4457, 4.1326, 2.3927], [3.6108, 1.9394, 2.9844], [4.4911, 0.3781, -0.4072], [5.9532, -0.9598, -1.8184], [5.4202, -3.3383, -2.2692], [3.4297, -4.3783, -1.2375], [2.0140, -3.1087, 0.2630]],
  "atomic_forces_ev_per_a": [[0.202, -0.243, 0.217], [0.029, 0.007, -0.014], [-0.018, -0.048, 0.008], [-0.004, -0.057, -0.070], [0.017, 0.035, -0.040], [0.008, -0.007, -0.011], [-0.030, 0.007, 0.016], [-0.029, 0.029, -0.025], [0.031, 0.003, 0.013], [-0.027, 0.002, -0.010], [0.018, -0.002, 0.016], [-0.002, -0.042, 0.003], [0.017, 0.195, 0.105], [0.051, 0.021, -0.066], [-0.019, 0.022, 0.020], [0.020, -0.025, -0.034], [-0.006, 0.018, 0.022], [-0.002, -0.032, -0.010], [-0.156, 0.068, 0.128], [-0.001, -0.006, 0.006], [-0.022, 0.021, -0.053], [0.076, -0.016, 0.060], [-0.116, 0.000, -0.033], [0.097, 0.016, -0.009], [-0.042, -0.018, 0.028], [0.004, -0.004, 0.008], [0.003, 0.002, -0.002], [0.004, 0.001, -0.013], [-0.009, 0.004, -0.001], [-0.003, -0.004, 0.000], [-0.001, 0.003, 0.000], [-0.001, -0.001, -0.001], [-0.001, 0.001, 0.006], [0.004, -0.002, 0.005], [-0.004, 0.000, -0.002], [-0.005, 0.000, -0.002], [0.006, 0.003, -0.003], [-0.011, -0.032, -0.054], [0.179, -0.001, -0.010], [-0.035, -0.030, -0.001], [-0.028, 0.064, 0.008], [-0.039, 0.145, 0.011], [-0.179, 0.048, -0.095], [-0.026, 0.005, 0.016], [0.014, 0.003, 0.034], [-0.012, 0.004, -0.025], [0.007, -0.017, 0.018], [0.013, 0.012, -0.005], [0.112, -0.053, -0.037], [-0.021, 0.023, 0.017], [0.002, -0.012, -0.008], [-0.006, 0.005, 0.008], [0.016, 0.009, -0.006], [-0.024, -0.027, 0.001], [0.005, -0.008, -0.005], [-0.016, 0.003, 0.009], [0.009, 0.003, 0.015], [-0.004, -0.003, -0.007], [0.005, 0.005, -0.003], [-0.005, -0.001, 0.005], [0.004, 0.017, 0.019], [-0.027, 0.000, 0.018], [-0.023, -0.022, -0.098], [0.008, -0.109, -0.083], [0.000, 0.000, -0.003], [0.004, 0.000, 0.005], [-0.001, 0.004, -0.003], [-0.007, 0.001, 0.001], [0.000, 0.002, 0.000], [0.000, -0.001, -0.002], [0.003, 0.003, 0.000], [-0.003, -0.001, -0.001], [-0.003, 0.013, 0.001]]
}

[3]
{
  "formula": "C33H31P3PdS2",
  "method": "ωB97M-V/def2-TZVPD",
  "spin_multiplicity": 5,
  "homo_energy_ev": [-13.753, -14.391],
  "total_charge": 2,
  "elements": ["Pd", "S", "P", "C", "P", "S", "C", "C", "C", "C", "C", "C", "C", "C", "C", "C", "C", "C", "C", "C", "C", "C", "C", "C", "C", "C", "C", "C", "C", "C", "H", "H", "H", "H", "H", "H", "H", "H", "H", "H", "H", "H", "H", "H", "H", "H", "H", "H", "H", "H", "C", "P", "C", "C", "C", "C", "C", "C", "C", "H", "H", "H", "H", "H", "H", "H", "H", "H", "H", "H"],
  "xyz": [[7.9206, 9.6425, 13.2808], [6.8042, 8.2115, 11.8485], [8.5636, 8.3460, 10.7713], [9.3038, 9.7500, 11.5895], [9.1065, 11.4517, 11.3219], [7.6355, 11.9299, 12.5987], [8.7556, 11.9080, 9.6451], [9.8149, 12.3267, 8.7391], [9.4092, 12.7944, 7.4766], [8.0536, 12.7165, 7.1291], [7.0417, 12.3360, 7.9875], [7.4248, 11.9457, 9.2659], [10.6403, 12.0892, 12.0507], [11.8222, 11.4262, 11.6434], [13.0199, 11.8449, 12.1413], [13.0721, 12.9398, 13.0335], [11.8995, 13.5266, 13.4507], [10.6636, 13.1048, 12.9533], [9.6862, 7.0077, 11.2888], [10.8916, 7.4007, 11.8526], [11.8651, 6.4003, 12.1378], [11.5783, 5.0748, 11.9745], [10.3306, 4.7370, 11.4642], [9.3790, 5.6618, 11.1821], [8.4020, 8.2041, 9.0380], [9.5449, 7.7594, 8.4289], [9.5950, 7.7731, 7.0421], [8.4608, 8.1164, 6.2946], [7.2881, 8.5359, 6.9415], [7.2712, 8.6660, 8.3125], [10.8053, 12.3130, 9.0786], [10.1602, 13.2378, 6.8472], [7.7962, 13.0418, 6.1388], [6.0077, 12.4684, 7.7570], [6.6518, 11.7896, 10.0512], [11.7919, 10.5306, 11.0803], [13.9545, 11.2828, 11.9587], [14.0102, 13.2926, 13.4470], [11.9709, 14.3913, 14.0807], [9.6906, 13.4913, 13.2701], [11.1126, 8.4286, 11.9723], [12.9007, 6.6571, 12.2797], [12.4059, 4.3585, 12.0941], [10.1182, 3.6768, 11.4329], [8.4452, 5.3156, 10.7971], [10.3568, 7.3738, 8.9488], [10.5169, 7.5993, 6.5143], [8.5598, 7.9302, 5.2114], [6.3914, 8.7513, 6.3470], [6.2632, 8.9759, 8.8681], [11.2528, 9.6422, 14.8809], [9.4901, 9.1275, 15.2191], [9.0568, 10.2815, 16.5448], [9.3452, 7.4047, 15.8327], [8.0073, 7.0142, 16.1566], [7.7784, 5.7584, 16.6246], [8.8524, 4.8267, 16.6955], [10.1277, 5.2368, 16.4443], [10.3968, 6.5523, 15.9694], [11.7532, 8.8043, 14.3887], [11.7712, 10.0231, 15.7331], [11.0483, 10.3980, 14.1097], [9.8586, 10.2419, 17.2642], [8.1042, 9.9674, 16.9993], [8.8592, 11.3049, 16.1895], [7.1762, 7.7077, 16.0259], [6.7420, 5.4896, 16.9762], [8.7090, 3.8463, 17.0837], [10.9938, 4.6304, 16.6381], [11.4410, 6.7914, 15.7908]],
  "atomic_forces_ev_per_a": [[0.489, 0.314, 1.102], [-0.071, -0.015, -0.336], [0.652, -0.937, 1.760], [-1.120, -0.662, -1.211], [1.454, 0.286, 0.391], [-1.029, -0.212, 0.585], [1.586, 0.659, -1.092], [-3.401, -0.182, 0.003], [0.154, -0.924, 1.753], [0.333, 0.501, -0.691], [1.186, 0.022, 0.785], [-1.113, 0.190, 0.896], [0.183, -1.292, -1.758], [-0.456, 0.663, 0.777], [1.531, 0.203, 0.948], [-0.164, -0.693, -0.334], [-0.178, 0.542, -0.299], [-0.336, 0.497, 0.515], [-0.163, 1.139, 0.748], [0.739, -2.052, -0.298], [-0.277, 1.399, -0.480], [0.558, -0.010, -0.674], [0.549, -1.777, 1.284], [-0.259, 0.222, -0.719], [-1.397, 1.076, 0.129], [-0.516, 0.319, -2.191], [-0.593, 0.586, -0.410], [0.669, -0.583, 0.132], [-0.190, 0.029, -0.869], [-1.687, -0.174, 1.563], [1.339, 0.155, 0.228], [-0.064, -0.087, -0.453], [-0.175, 0.196, -0.302], [-0.417, -0.183, -0.349], [0.532, -0.108, -0.756], [-0.165, -0.613, -0.842], [-0.680, 0.440, -0.193], [-0.014, -0.102, -0.175], [-0.195, 0.143, 0.463], [0.597, 0.361, 0.093], [0.388, 0.879, 0.072], [0.102, 0.415, 0.632], [-0.787, 0.131, 0.072], [-0.287, -0.002, -0.421], [-0.596, 0.009, -0.211], [1.357, -0.391, 1.013], [0.134, -0.509, 0.013], [-0.514, 0.560, 0.592], [0.420, -0.026, 0.330], [2.520, -0.583, -1.222], [-1.874, -0.970, -1.542], [0.619, -0.070, -0.043], [-1.395, 0.001, -0.110], [-1.387, 1.629, -0.477], [0.853, 0.565, -0.370], [-0.856, -1.340, 0.459], [-0.734, 0.998, 0.597], [0.787, 1.374, -0.634], [0.320, -1.582, 0.592], [0.197, 0.176, 0.174], [0.221, 0.172, 0.548], [0.645, 0.172, 0.281], [0.168, 0.148, 0.411], [0.407, -0.042, 0.068], [0.470, -0.337, -0.064], [0.214, -0.041, 0.130], [1.314, 0.100, -0.589], [-0.338, -0.604, 0.145], [-0.023, -0.496, -0.065], [-0.239, 0.329, -0.104]]
}